1.
The following is a DFT calculation (ωB97M-V/def2-TZVPD) of a 7-piece molecular cluster, C21H33N7O4 overall in a non-equilibrium geometry.

Each line ends with the Mulliken charge.
Element x y z (Å)
H -1.96247 1.12289 1.19987  0.206
C 4.67782 7.70262 1.32802  -0.785
H 3.65500 -0.71718 3.69977  0.438
N 2.47759 -4.01648 2.29423  -0.576
C 4.56653 6.73962 2.41219  0.380
C 5.65970 -2.30719 1.60009  0.480
H -3.45050 -0.27507 -3.44504  0.404
H 3.35214 4.20672 1.55301  0.086
C -4.91827 -1.36088 -0.21938  0.611
N 5.84419 -1.22537 1.93270  -0.440
H 0.97051 -4.34777 -0.45819  0.353
H 3.13232 2.59356 0.88003  0.197
H -3.88401 -5.62353 -0.37852  0.338
H 0.35922 1.54811 -0.65392  0.409
N 4.47912 5.97686 3.26386  -0.395
H -5.86014 -0.51619 -2.52636  0.367
N -1.41948 0.55451 -1.22429  0.576
C -4.15386 0.22040 -1.53962  0.615
C 5.43723 -3.65259 1.10150  -0.808
C -5.65843 0.15544 -1.69690  -0.762
H 4.97775 -3.61519 0.11502  0.241
H -4.28634 -3.91643 -0.18993  0.117
H -1.05062 -2.61819 -1.95460  0.182
H -3.95855 0.89277 -0.70872  0.216
H -1.96705 2.10765 -2.49726  0.532
C -0.95849 1.49844 1.04790  -0.924
H -1.85303 -1.42170 -2.95936  0.249
C -1.94427 1.03037 -2.51213  -1.136
C -3.38898 -4.41434 -2.02464  0.518
H 4.77209 -4.20697 1.75612  0.250
O -3.96868 -1.16018 -1.18878  -0.148
H -1.31661 0.75310 -3.35003  0.307
C -3.40328 0.58041 -2.78297  -1.010
H -6.19751 1.08193 -1.79364  0.339
H 3.85491 7.58661 0.62454  0.266
H 1.85269 3.32976 1.84128  0.193
H -3.91737 1.41377 -3.24733  0.484
H 5.61095 7.56476 0.78524  0.265
C -0.70662 1.58316 -0.45653  -0.778
N -2.69479 -4.15579 -2.90012  -0.495
O 0.03586 -0.96331 -0.35299  -0.819
H -0.26040 0.78916 1.44556  0.044
C -0.97749 -1.63522 -2.37182  -1.244
C 2.86033 -0.70729 2.95777  -0.616
C -0.73865 -0.65643 -1.25742  0.771
H -0.13684 -1.55684 -3.05144  0.365
C -4.25115 -4.74201 -0.90060  -0.735
C 0.69309 -3.76420 0.41779  -0.212
C 2.05906 4.11434 -0.10554  0.453
C 1.69135 -3.90521 1.46578  0.328
H 6.37219 -4.20435 1.01461  0.320
O -5.99504 -0.59292 -0.51017  -0.354
C 2.62645 3.53213 1.10106  -0.422
H -0.84092 2.46768 1.50644  0.408
H -1.02312 2.56712 -0.77469  0.471
H 2.40179 -1.69312 2.94447  0.079
H 4.65528 8.72007 1.71348  0.290
H -0.27847 -4.10986 0.76564  0.294
C 1.86519 0.30898 3.24750  0.383
H 3.31838 -0.53170 1.98804  0.200
H -5.26525 -4.94602 -1.23942  0.323
N 1.03898 1.07097 3.47443  -0.491
N 1.60665 4.57245 -1.05516  -0.503
O -4.81376 -2.10683 0.73362  -0.603
H 0.59609 -2.72001 0.11595  -0.091

Cartesian forces, eV/Å:
-0.3 0.0 0.3
0.0 0.2 -0.2
0.0 0.1 0.0
0.1 0.0 0.1
0.0 0.0 0.0
0.1 0.0 -0.2
-0.1 -0.1 -0.3
0.0 0.1 0.0
0.1 -1.0 1.0
0.0 0.1 0.1
0.1 -0.1 0.0
0.0 0.0 -0.1
0.1 -0.1 -0.1
0.3 -0.2 -0.1
0.0 -0.1 0.0
-0.3 0.2 -0.4
1.2 -0.1 -1.1
-1.2 0.4 -0.9
0.0 -0.4 -0.1
0.5 -0.8 -0.2
0.0 0.1 0.0
0.1 0.0 -0.1
0.1 -0.4 0.0
0.5 -0.1 0.3
0.2 0.3 0.2
0.1 -0.4 -1.0
-0.3 -0.2 0.0
-0.9 -0.3 0.1
0.0 -0.1 0.1
-0.1 0.1 0.1
0.5 0.0 1.6
0.2 -0.1 -0.2
0.6 0.0 0.3
-0.2 0.2 0.4
0.0 -0.1 0.0
-0.1 0.0 -0.1
-0.2 0.1 -0.3
0.0 -0.1 0.1
-0.3 0.6 0.9
0.0 -0.1 -0.2
-0.3 0.6 -0.5
0.1 -0.2 0.5
-0.1 0.9 -0.1
0.2 -0.1 -0.1
-0.1 -0.2 1.0
0.4 -0.2 -0.1
-0.1 -0.1 0.2
-0.1 -0.1 -0.1
0.0 -0.1 0.1
-0.2 -0.1 -0.1
0.1 0.2 0.0
0.0 0.0 0.5
0.1 -0.1 0.3
0.1 0.2 0.3
-0.3 0.1 -0.4
-0.1 0.0 0.0
0.0 0.0 0.1
0.0 0.0 0.1
0.0 -0.2 0.1
0.0 0.1 0.0
0.0 0.0 -0.1
0.0 0.3 0.1
-0.1 0.1 -0.1
-0.4 1.3 -1.8
0.0 0.0 0.1

Values from the calculation:
Energy relative to the best compared isomer or geometry (same formula, charge and spin) ... 0.0 kJ/mol
Multiplicity ... 1
Electronic energy ... -1504.2035 hartree
HOMO-LUMO gap ... 10.254 eV
SMILES ... CCN(CC[C@H]1COC(=O)O1)C(C)=O.CC#N.CC#N.CC#N.CC#N.CC#N.CC#N
LUMO level ... 0.0189 Ha

2.
The following is a DFT calculation (ωB97M-V/def2-TZVPD) of C21H33N8O4Tl as an isolated structure in a non-equilibrium geometry.

Each line ends with the Mulliken charge.
Element x y z (Å)
C 1.04188 0.08357 4.23605  -0.969
H -0.97071 -0.41201 3.64951  0.531
C 2.25996 0.52620 3.80794  -0.889
H 1.81215 -2.40317 0.74536  0.152
H 3.55895 -2.36174 -3.04036  0.368
H 1.87152 -3.23552 -4.03654  0.370
H -5.00114 1.28438 1.67868  0.313
H -1.11485 3.79957 2.22197  0.423
O -2.02989 1.28234 -5.10592  -0.709
H 3.53525 -1.96423 0.70387  0.270
H -2.69300 -1.69113 1.14230  0.245
H -2.22114 3.01970 -1.76012  0.368
C 2.53941 0.61967 2.42472  0.738
C 1.18995 -0.53099 -3.88063  -1.154
H 0.33455 -0.57871 -4.55258  0.407
H -0.07998 2.57680 2.98587  0.270
O -0.52619 -3.17784 -0.00014  -0.016
H 4.54257 1.33353 2.75946  0.394
H -0.23206 2.63504 1.21816  0.276
H 0.12552 -2.98376 -4.05020  0.278
H 3.03668 0.79107 4.51415  0.382
C 0.21162 0.05429 1.94548  -1.025
H -2.23596 2.16889 4.23713  0.358
N 2.59970 -2.25712 -1.17916  0.585
H -3.89970 2.26814 0.69037  0.522
H -4.14048 -1.33869 0.18317  0.312
C 1.95678 0.16605 0.09645  -1.169
H 5.11685 1.40737 0.35257  0.415
C -1.96734 0.72529 1.48506  -0.109
H -3.89627 2.33957 -3.91350  0.250
H 3.58424 -3.87576 -2.10851  0.350
N -3.20451 0.33015 1.04577  0.689
C 1.01556 -2.94319 -3.42040  -1.144
N -0.91153 0.05220 1.11531  0.152
C -0.76783 2.76633 2.15594  -0.998
H 0.84093 -0.05078 5.29151  0.408
C 1.54050 0.28167 1.46096  0.883
O -1.30371 -3.04235 -0.89778  -0.075
C 4.14207 1.06847 0.67927  -0.980
C 3.22152 0.59874 -0.26367  0.017
H -3.37622 3.05243 3.20500  0.329
H 4.61474 -2.51162 -1.63849  0.372
C 3.82250 1.03995 2.00611  -0.905
C -1.93567 1.65788 -3.93740  0.545
H 2.10917 -0.62600 -4.47402  0.259
C 0.01803 -0.13156 3.30570  0.072
Tl -1.29884 -0.50069 -1.45287  1.107
O -1.00871 1.45714 -3.09042  -0.657
H 0.88948 -3.65591 -2.60784  0.369
N -3.01748 2.47621 -3.44747  -0.285
N 1.16483 -0.41683 -0.89522  0.316
H 3.02028 -3.62180 0.32202  0.411
C -3.58291 -1.07199 1.08241  -1.037
H 1.15963 0.43541 -3.39042  0.355
H 3.49970 0.54513 -1.30942  0.550
C 2.75466 -2.56669 0.22979  -0.900
N 1.12325 -1.59892 -2.88090  0.677
C -2.82059 2.11723 3.31249  -1.261
H -3.52207 1.29156 3.40536  0.397
C 3.63577 -2.78555 -2.04302  -1.265
H -4.21841 -1.27197 1.95312  0.336
N -1.93096 1.90151 2.18741  0.489
C 1.65940 -1.38204 -1.62861  -0.285
H -4.84900 0.97053 -0.04943  0.349
N -3.13880 2.72689 -2.06670  -0.508
H -3.36017 1.87093 -1.55731  0.085
C -4.29349 1.26675 0.84259  -1.404

Cartesian forces, eV/Å:
0.1 0.1 0.1
0.0 0.0 0.0
-0.1 0.0 0.2
0.0 0.0 0.1
0.0 0.0 0.0
0.0 0.0 0.0
0.0 0.0 0.0
0.0 0.0 0.0
0.2 -0.2 0.1
0.0 0.0 0.0
0.0 0.0 0.0
0.1 0.0 0.0
-0.1 0.0 -0.1
0.1 0.0 0.0
-0.1 0.0 0.1
0.0 0.0 0.0
0.6 -0.3 0.7
0.0 0.0 0.0
0.0 0.0 0.0
0.0 0.0 0.0
0.0 0.0 0.0
-0.1 0.0 0.5
0.0 0.0 0.0
0.0 -0.3 0.0
0.0 0.0 0.0
0.0 0.0 0.0
0.5 0.2 -0.1
0.0 0.0 0.0
0.3 0.2 -0.1
0.0 0.1 -0.1
0.0 0.0 0.0
0.0 -0.1 0.2
-0.1 0.1 0.0
-0.1 -0.3 -0.1
0.0 0.0 0.0
0.0 0.0 0.0
0.1 0.0 0.1
-0.5 -0.7 -0.4
0.1 0.0 0.2
-0.3 0.0 -0.1
0.0 0.0 0.0
0.0 0.0 0.0
0.1 0.0 -0.1
-1.0 0.4 0.1
0.0 0.0 0.0
0.0 -0.1 -0.3
-0.3 1.3 -0.8
0.3 -0.3 0.4
0.1 0.0 0.0
0.7 -0.3 -0.1
-0.3 -0.2 -0.4
0.0 0.0 0.0
0.0 0.0 0.0
-0.1 0.0 0.0
0.0 0.0 0.0
0.0 0.0 0.0
0.2 0.0 0.0
0.0 0.1 0.0
0.0 0.0 0.0
0.1 0.0 0.0
0.0 0.0 0.0
0.0 0.0 0.0
0.0 0.2 0.3
0.0 0.0 0.0
-0.4 0.1 0.1
0.2 -0.1 -0.1
-0.1 0.0 0.0

Values from the calculation:
Energy relative to the best compared isomer or geometry (same formula, charge and spin) ... 49.1 kJ/mol
Multiplicity ... 1
Electronic energy ... -1731.3366 hartree
HOMO-LUMO gap (alpha / beta) ... 5.839 / 5.808 eV
LUMO level (alpha / beta) ... -0.0577 / -0.0587 Ha

3.
The following is a DFT calculation (ωB97M-V/def2-TZVPD) of C21H34BIrNO3P2 as an isolated structure in a non-equilibrium geometry.

Each line ends with the Mulliken charge.
Element x y z (Å)
H 0.24499 -4.47510 2.06521  0.448
H 0.34925 -2.92163 3.71922  0.542
H 1.51115 1.02538 5.60239  0.476
H 0.05642 4.16543 -5.45696  0.371
H 3.87042 -1.74059 -1.01518  0.459
C 0.02581 3.45663 -4.63176  -0.088
H 2.38778 -1.56630 -2.00212  0.337
C 0.01293 2.07794 -4.90247  -0.828
O 0.85120 0.86927 2.91465  -0.630
C -0.06887 1.63710 -2.52067  -0.117
H 0.15590 2.51631 7.12440  0.374
H -2.95882 1.12322 2.41197  0.187
C -0.02813 1.17226 -3.86815  -0.513
C 0.50394 1.79440 3.86435  0.568
H -2.85538 -2.13438 -0.27892  0.287
H -4.26808 -1.11529 -0.69288  0.475
C 0.76020 1.71556 5.21934  -0.902
H -4.18896 -0.04251 1.84498  0.525
H -0.25768 -1.26229 3.50563  0.113
H 4.12364 1.26778 -0.92951  0.502
C -3.01189 1.73556 -0.55564  -1.246
H -1.34927 -2.64340 3.23580  0.296
C -3.17276 -1.17627 -0.70929  -1.274
H 1.44282 -3.87342 0.88004  0.359
C 0.00376 3.92931 -3.31017  -1.056
H 3.24236 0.84285 1.95545  0.271
C 0.40634 -3.79308 1.22616  -1.621
N -0.13600 0.70742 -1.56845  0.215
H -0.04402 0.08716 -3.99509  0.370
C 0.13255 -2.36354 1.67826  2.964
H -0.25836 -4.09050 0.40758  0.255
B 0.09531 1.15722 1.74263  0.004
H -2.04956 4.04993 3.70848  0.474
P -2.41409 0.20322 0.22511  0.847
O -0.69653 2.30667 2.02262  -0.481
C 3.30634 -0.13700 1.46938  -1.300
C -0.02620 2.53381 6.04930  -0.479
H 2.34691 -2.52584 -0.49576  0.084
C 2.77827 -1.63989 -0.97914  -1.090
C -0.03477 3.04430 -2.24877  0.292
H -0.05175 3.36819 -1.20847  0.415
H -2.50525 2.59673 -0.10502  0.239
H 4.35496 -0.35684 1.22734  0.589
H 0.03424 1.71108 -5.93021  0.324
H -2.78973 1.71898 -1.62923  0.302
C -3.11194 0.16352 1.90571  -1.024
H -2.81458 -1.13168 -1.74411  0.305
H 2.75600 1.16234 -2.08072  0.356
H 2.63002 2.20782 -0.63813  0.303
H 0.01605 5.00193 -3.11993  0.332
C 3.02982 1.26183 -1.02350  -1.256
O -0.77580 -1.78031 0.78776  -0.970
H 2.92438 -0.89642 2.15970  0.246
Ir 0.02416 0.00938 0.08802  2.042
P 2.33972 -0.12224 -0.06786  0.737
H -1.63347 3.95779 6.19373  0.371
H -2.62295 -0.62784 2.48692  0.149
C -1.26005 3.43403 4.14203  -0.892
H 1.07716 -1.72338 1.58098  -1.831
C -0.31852 -2.28548 3.12603  -1.639
C -1.02340 3.35603 5.51971  -0.501
C -0.46480 2.64650 3.32674  0.413
H -4.09600 1.83524 -0.41091  0.518

Cartesian forces, eV/Å:
0.2 -0.1 -0.2
-0.2 0.2 0.1
-0.3 0.2 0.0
0.0 -0.1 0.1
-0.2 -0.1 -0.1
0.0 -1.0 0.0
0.0 0.0 0.3
0.1 1.8 -2.2
0.3 0.3 -0.5
0.1 -0.3 0.9
-0.2 0.0 -0.3
0.0 -0.2 -0.2
0.3 -2.2 1.3
-0.9 -0.3 0.1
0.0 0.4 0.0
0.2 0.1 0.0
-0.1 0.4 0.1
0.2 0.0 0.1
0.0 -0.1 0.0
-0.2 0.0 -0.1
-0.4 -0.1 0.1
0.2 -0.1 -0.1
-0.1 0.0 0.2
-0.2 -0.3 0.1
0.1 2.0 -1.3
0.0 -0.2 -0.1
0.3 -0.3 0.0
-0.9 3.2 -5.9
0.0 0.4 -0.2
0.7 0.8 -0.4
0.1 0.2 0.2
0.1 1.3 1.7
0.2 -0.2 0.2
0.9 0.3 -0.3
0.4 -0.2 -0.3
0.4 -0.1 -0.1
0.4 -0.1 -0.1
0.1 0.3 -0.1
0.4 0.0 0.0
-0.4 -1.7 1.9
0.0 -0.1 -0.2
-0.1 -0.2 -0.1
-0.2 0.0 0.1
0.0 0.3 0.2
0.0 0.0 0.2
-0.3 -0.1 0.0
-0.1 0.1 0.2
-0.1 0.1 0.2
0.0 -0.2 -0.1
0.0 -0.3 -0.1
0.3 0.0 0.0
-0.3 -0.2 -0.2
0.1 0.2 -0.1
-0.2 -2.7 4.6
-0.3 0.1 -0.1
0.2 -0.2 -0.2
-0.1 0.2 -0.2
0.2 0.1 -0.1
-0.7 -1.0 0.4
0.0 0.0 0.1
0.1 0.2 0.0
-0.2 -0.5 0.7
0.2 0.0 -0.1

Values from the calculation:
<S²> ... 8.79
Multiplicity ... 6
Electronic energy ... -1912.8013 hartree
HOMO-LUMO gap (alpha / beta) ... 3.203 / 5.250 eV
LUMO level (alpha / beta) ... 0.0155 / -0.0839 Ha